No. 1
{
  "formula": "C41H90BrClN4O11S",
  "method": "ωB97M-V/def2-TZVPD",
  "elements": ["N", "C", "C", "C", "C", "C", "C", "C", "N", "O", "C", "Br", "C", "Cl", "C", "N", "S", "N", "C", "H", "H", "H", "H", "H", "H", "H", "H", "H", "H", "C", "C", "C", "O", "H", "H", "H", "H", "H", "H", "H", "H", "C", "C", "C", "O", "H", "H", "H", "H", "H", "H", "H", "H", "C", "C", "C", "O", "H", "H", "H", "H", "H", "H", "H", "H", "C", "C", "C", "O", "H", "H", "H", "H", "H", "H", "H", "H", "C", "C", "C", "O", "H", "H", "H", "H", "H", "H", "H", "H", "C", "C", "C", "O", "H", "H", "H", "H", "H", "H", "H", "H", "C", "C", "C", "O", "H", "H", "H", "H", "H", "H", "H", "H", "C", "C", "C", "O", "H", "H", "H", "H", "H", "H", "H", "H", "C", "C", "C", "O", "H", "H", "H", "H", "H", "H", "H", "H", "C", "C", "C", "O", "H", "H", "H", "H", "H", "H", "H", "H"],
  "positions_angstrom": [[0.74, 4.98, 2.44], [0.34, 4.83, 3.63], [-0.15, 3.44, 4.09], [0.74, 2.30, 3.62], [0.77, 1.80, 2.33], [-0.14, 2.34, 1.22], [-1.67, 2.41, 1.56], [-2.14, 1.34, 2.55], [-3.12, 1.74, 3.54], [-1.79, 0.19, 2.55], [1.71, 0.72, 2.01], [1.84, -0.04, 0.26], [2.54, 0.20, 2.97], [3.67, -1.09, 2.56], [2.53, 0.65, 4.32], [3.25, 0.21, 5.36], [2.74, 1.12, 6.59], [1.65, 2.11, 5.92], [1.60, 1.73, 4.63], [1.01, 5.95, 2.26], [0.33, 5.67, 4.34], [-0.12, 3.47, 5.20], [-1.21, 3.33, 3.82], [-0.06, 1.64, 0.37], [0.24, 3.30, 0.83], [-2.20, 2.27, 0.60], [-1.88, 3.43, 1.93], [-2.68, 1.76, 4.45], [-3.45, 2.69, 3.35], [-3.67, 6.62, 1.29], [-3.97, 5.66, 2.42], [-5.36, 5.88, 2.98], [-3.00, 5.82, 3.46], [-3.71, 7.66, 1.64], [-2.66, 6.46, 0.90], [-4.38, 6.50, 0.47], [-3.88, 4.63, 2.06], [-5.47, 6.88, 3.39], [-5.56, 5.18, 3.80], [-6.12, 5.73, 2.20], [-3.07, 6.72, 3.79], [5.71, -1.28, -1.66], [5.91, 0.05, -2.37], [6.61, 1.06, -1.48], [4.64, 0.57, -2.77], [5.09, -1.15, -0.77], [5.20, -1.99, -2.31], [6.67, -1.71, -1.35], [6.49, -0.10, -3.28], [6.01, 1.27, -0.58], [6.73, 2.02, -2.00], [7.59, 0.70, -1.17], [4.12, 0.71, -1.98], [1.31, -3.14, -2.87], [0.65, -2.10, -3.76], [1.18, -2.18, -5.19], [0.90, -0.79, -3.24], [2.39, -2.98, -2.81], [0.92, -3.06, -1.85], [1.12, -4.15, -3.24], [-0.43, -2.24, -3.77], [2.26, -1.99, -5.21], [0.71, -1.42, -5.81], [0.99, -3.16, -5.62], [1.85, -0.65, -3.23], [4.02, -6.83, -5.56], [2.95, -6.66, -4.50], [2.58, -7.98, -3.85], [1.78, -6.08, -5.09], [3.67, -7.49, -6.36], [4.26, -5.87, -6.02], [4.93, -7.26, -5.13], [3.30, -5.96, -3.74], [2.19, -8.68, -4.59], [1.81, -7.84, -3.10], [3.45, -8.44, -3.37], [1.46, -6.68, -5.77], [1.11, -3.77, -8.88], [1.45, -2.32, -9.19], [0.20, -1.49, -9.42], [2.28, -2.26, -10.35], [0.58, -4.23, -9.72], [2.02, -4.35, -8.73], [0.49, -3.85, -7.99], [2.03, -1.89, -8.36], [-0.37, -1.87, -10.27], [0.46, -0.45, -9.65], [-0.45, -1.50, -8.54], [1.79, -2.63, -11.08], [7.85, 1.51, 8.19], [6.74, 1.71, 9.21], [6.38, 0.40, 9.88], [5.59, 2.25, 8.56], [7.54, 0.83, 7.40], [8.10, 2.46, 7.70], [8.76, 1.12, 8.65], [7.06, 2.43, 9.96], [6.01, -0.33, 9.14], [5.57, 0.55, 10.60], [7.23, -0.04, 10.40], [5.30, 1.62, 7.89], [-1.90, -5.43, -4.11], [-2.21, -6.40, -2.98], [-3.57, -6.11, -2.37], [-1.20, -6.31, -1.98], [-1.86, -4.40, -3.74], [-0.91, -5.64, -4.54], [-2.64, -5.49, -4.90], [-2.19, -7.42, -3.37], [-3.59, -5.10, -1.94], [-3.78, -6.81, -1.56], [-4.37, -6.19, -3.11], [-1.21, -5.41, -1.63], [-2.71, 0.44, -5.55], [-3.75, -0.63, -5.86], [-4.19, -1.35, -4.59], [-3.20, -1.57, -6.78], [-1.82, 0.00, -5.11], [-2.40, 0.95, -6.47], [-3.11, 1.19, -4.86], [-4.62, -0.17, -6.34], [-3.34, -1.85, -4.12], [-4.92, -2.12, -4.83], [-4.63, -0.66, -3.87], [-2.43, -1.98, -6.36], [-2.06, 3.98, 10.01], [-1.74, 3.33, 8.67], [-0.79, 2.16, 8.84], [-1.16, 4.30, 7.80], [-1.15, 4.37, 10.48], [-2.74, 4.83, 9.88], [-2.52, 3.27, 10.70], [-2.67, 2.99, 8.20], [0.16, 2.49, 9.27], [-0.56, 1.71, 7.87], [-1.21, 1.39, 9.49], [-0.34, 4.61, 8.20], [-5.81, 1.80, -0.12], [-6.54, 2.83, 0.72], [-8.03, 2.54, 0.78], [-6.33, 4.13, 0.17], [-6.18, 1.81, -1.15], [-4.74, 2.03, -0.17], [-5.94, 0.79, 0.29], [-6.13, 2.84, 1.73], [-8.48, 2.57, -0.21], [-8.55, 3.29, 1.38], [-8.22, 1.56, 1.22], [-6.70, 4.14, -0.72]],
  "lowdin_charge": [0.1097, -0.1857, -0.1015, -0.1054, -0.1682, -0.1512, -0.0934, -0.4879, 0.1218, 0.0939, -0.5610, 0.8114, -0.6089, 0.6299, -0.3849, -0.2119, 1.0192, -0.2087, -0.2831, 0.0580, 0.1178, 0.0939, 0.0788, 0.0493, 0.1048, 0.1198, 0.0848, 0.0918, 0.0593, -0.0509, -0.5034, -0.0576, -0.0653, 0.0830, 0.0787, 0.0785, 0.1105, 0.0831, 0.0805, 0.0687, 0.0877, -0.0588, -0.4940, -0.0611, -0.0640, 0.0658, 0.0728, 0.0808, 0.1372, 0.0814, 0.0792, 0.0798, 0.0539, -0.0485, -0.4925, -0.0523, -0.0717, 0.0786, 0.0785, 0.0639, 0.1200, 0.0888, 0.0723, 0.0670, 0.0719, -0.0624, -0.4963, -0.0577, -0.0762, 0.0810, 0.0782, 0.0799, 0.1353, 0.0816, 0.0788, 0.0806, 0.0859, -0.0633, -0.4984, -0.0576, -0.0552, 0.0812, 0.0785, 0.0652, 0.1318, 0.0825, 0.0810, 0.0668, 0.0841, -0.0646, -0.4983, -0.0646, -0.0757, 0.0820, 0.0789, 0.0791, 0.1374, 0.0809, 0.0784, 0.0791, 0.0355, -0.0578, -0.4926, -0.0639, -0.0566, 0.0669, 0.0639, 0.0821, 0.1380, 0.0805, 0.0787, 0.0787, 0.0825, -0.0558, -0.4934, -0.0593, -0.0599, 0.0725, 0.0805, 0.0797, 0.1371, 0.0691, 0.0794, 0.0762, 0.0735, -0.0655, -0.4979, -0.0662, -0.0640, 0.0815, 0.0783, 0.0798, 0.1369, 0.0824, 0.0613, 0.0811, 0.0864, -0.0556, -0.4963, -0.0589, -0.0684, 0.0818, 0.0662, 0.0852, 0.1306, 0.0821, 0.0796, 0.0825, 0.0894],
  "homo_lumo_gap_ev": 7.95,
  "total_charge": 0,
  "max_force_ev_per_a": 1.3,
  "spin_multiplicity": 1,
  "homo_energy_ev": -8.7
}

=====

No. 2
{
  "formula": "C41H91F9N4O13Zr",
  "method": "ωB97M-V/def2-TZVPD",
  "elements": ["Zr", "C", "O", "O", "C", "F", "F", "F", "C", "C", "H", "H", "H", "H", "H", "H", "C", "O", "O", "C", "F", "F", "F", "C", "C", "H", "H", "H", "H", "H", "H", "C", "O", "O", "C", "F", "F", "F", "C", "C", "H", "H", "H", "H", "H", "H", "O", "C", "O", "O", "H", "C", "C", "C", "C", "C", "C", "H", "H", "H", "H", "H", "H", "H", "H", "H", "H", "H", "H", "H", "H", "C", "C", "C", "C", "C", "C", "H", "H", "H", "H", "H", "H", "H", "H", "H", "H", "H", "H", "H", "H", "C", "C", "C", "O", "C", "N", "H", "H", "H", "H", "H", "H", "H", "H", "H", "H", "H", "C", "C", "C", "O", "C", "N", "H", "H", "H", "H", "H", "H", "H", "H", "H", "H", "H", "C", "C", "C", "O", "C", "N", "H", "H", "H", "H", "H", "H", "H", "H", "H", "H", "H", "C", "C", "C", "O", "C", "N", "H", "H", "H", "H", "H", "H", "H", "H", "H", "H", "H"],
  "positions_angstrom": [[14.61, -21.85, 9.19], [12.63, -23.57, 15.41], [11.52, -24.25, 14.91], [13.15, -23.09, 14.22], [12.21, -22.61, 16.58], [11.65, -23.31, 17.55], [13.21, -21.89, 17.20], [11.28, -21.73, 16.23], [10.93, -25.31, 15.61], [10.06, -26.07, 14.61], [9.96, -27.10, 14.95], [9.11, -25.58, 14.40], [10.64, -25.99, 13.68], [10.30, -24.96, 16.42], [11.54, -26.07, 16.11], [13.23, -24.41, 15.76], [23.63, -24.42, 15.46], [24.98, -25.03, 15.52], [22.94, -25.36, 14.63], [22.96, -23.89, 16.83], [21.85, -23.23, 16.56], [23.01, -24.87, 17.71], [23.77, -22.96, 17.33], [26.03, -24.21, 16.15], [27.45, -24.84, 15.90], [27.42, -25.93, 15.98], [27.90, -24.69, 14.92], [28.14, -24.46, 16.66], [25.94, -24.34, 17.23], [26.13, -23.14, 15.95], [23.89, -23.57, 14.84], [9.64, -17.28, 10.49], [8.82, -18.34, 11.10], [10.71, -18.07, 9.98], [8.89, -16.41, 9.47], [8.06, -15.54, 10.04], [9.50, -15.62, 8.65], [8.15, -17.25, 8.78], [7.82, -18.03, 12.12], [7.33, -19.39, 12.60], [8.12, -19.97, 13.08], [6.56, -19.11, 13.32], [6.92, -20.04, 11.83], [7.00, -17.47, 11.67], [8.24, -17.42, 12.92], [9.89, -16.57, 11.28], [14.49, -29.06, 10.20], [15.52, -28.27, 10.10], [15.36, -27.04, 9.85], [16.66, -28.69, 10.12], [14.80, -29.96, 10.27], [0.72, -28.81, 9.99], [1.11, -27.42, 10.37], [0.88, -27.14, 11.85], [1.64, -28.07, 12.78], [1.36, -27.76, 14.31], [1.83, -26.36, 14.93], [-0.30, -29.04, 10.32], [1.33, -29.57, 10.47], [0.69, -29.05, 8.93], [2.16, -27.30, 10.14], [0.51, -26.77, 9.73], [-0.19, -27.09, 12.04], [1.16, -26.10, 12.00], [1.13, -29.01, 12.57], [2.72, -28.03, 12.69], [0.27, -27.87, 14.37], [1.84, -28.42, 15.03], [1.67, -26.35, 16.01], [2.88, -26.12, 14.80], [1.23, -25.55, 14.51], [13.19, -33.86, 20.09], [14.32, -33.13, 20.77], [14.42, -31.57, 20.36], [15.35, -30.93, 21.32], [15.53, -29.44, 21.01], [14.62, -28.54, 21.90], [13.21, -34.95, 20.06], [13.03, -33.58, 19.05], [12.23, -33.58, 20.53], [14.27, -33.22, 21.86], [15.25, -33.65, 20.56], [13.41, -31.17, 20.39], [14.68, -31.50, 19.30], [15.03, -31.18, 22.33], [16.29, -31.48, 21.23], [16.50, -29.15, 21.42], [15.56, -29.27, 19.94], [14.93, -28.60, 22.94], [14.68, -27.48, 21.63], [13.55, -28.76, 21.88], [17.10, -14.29, 15.51], [18.10, -14.18, 16.67], [19.57, -13.96, 16.20], [20.04, -14.84, 15.24], [20.17, -16.20, 15.68], [17.84, -13.24, 17.68], [17.53, -14.88, 14.70], [16.75, -13.31, 15.18], [16.17, -14.81, 15.74], [18.03, -15.12, 17.21], [20.31, -13.81, 16.99], [19.53, -12.96, 15.78], [19.29, -16.78, 15.38], [20.33, -16.34, 16.75], [21.04, -16.61, 15.17], [16.88, -13.37, 17.96], [18.44, -13.56, 18.42], [9.30, -25.40, 6.69], [8.84, -24.06, 7.10], [7.32, -24.15, 7.31], [6.76, -22.91, 7.50], [6.51, -22.20, 6.39], [9.57, -23.51, 8.29], [8.71, -25.81, 5.87], [9.05, -26.13, 7.45], [10.36, -25.49, 6.44], [9.02, -23.39, 6.26], [7.12, -24.75, 8.20], [6.74, -24.64, 6.52], [7.26, -22.17, 5.60], [6.25, -21.15, 6.56], [5.62, -22.55, 5.86], [9.53, -24.12, 9.09], [8.77, -22.91, 8.43], [11.96, -35.12, 10.71], [13.05, -35.27, 9.66], [12.61, -34.96, 8.21], [11.63, -35.90, 7.80], [11.15, -35.64, 6.44], [14.16, -34.51, 10.02], [11.20, -35.86, 10.45], [11.43, -34.17, 10.75], [12.46, -35.40, 11.64], [13.43, -36.27, 9.85], [13.43, -34.99, 7.49], [12.18, -33.98, 8.02], [11.97, -35.59, 5.73], [10.68, -34.66, 6.50], [10.31, -36.24, 6.09], [14.96, -34.71, 9.45], [14.39, -34.50, 11.01], [19.37, -17.54, 23.79], [19.90, -16.29, 24.60], [20.64, -16.53, 25.93], [21.78, -17.29, 25.73], [22.61, -17.34, 26.85], [20.54, -15.45, 23.62], [18.90, -18.35, 24.36], [20.18, -18.08, 23.30], [18.70, -17.27, 22.98], [18.99, -15.72, 24.80], [19.95, -17.02, 26.61], [20.88, -15.53, 26.29], [22.24, -18.07, 27.57], [22.64, -16.36, 27.32], [23.64, -17.58, 26.59], [21.40, -15.94, 23.46], [20.66, -14.47, 23.85]],
  "lowdin_charge": [1.1630, -0.3789, -0.0823, -0.0264, -0.5510, 0.1522, 0.1154, 0.1657, -0.2880, -0.0642, 0.0748, 0.0739, 0.0782, 0.1109, 0.1203, 0.1729, -0.2703, -0.0910, 0.0204, -0.5887, 0.1910, 0.1880, 0.1376, -0.2321, -0.0727, 0.0697, 0.0631, 0.0683, 0.1022, 0.1139, 0.1724, -0.3270, -0.1162, -0.0423, -0.6607, 0.1425, 0.1946, 0.1691, -0.2379, -0.0754, 0.0767, 0.0739, 0.0769, 0.1098, 0.1157, 0.1616, 0.1543, -0.8437, 0.0592, 0.1233, 0.1277, -0.1439, -0.2797, -0.2511, -0.2040, -0.2237, -0.1053, 0.0770, 0.0666, 0.0704, 0.1083, 0.1071, 0.1159, 0.1027, 0.0961, 0.1151, 0.0914, 0.0867, 0.0565, 0.0612, 0.0525, -0.1389, -0.2497, -0.2156, -0.2654, -0.2367, -0.1105, 0.0651, 0.0665, 0.0668, 0.0961, 0.0975, 0.1080, 0.1103, 0.1121, 0.1107, 0.0922, 0.1040, 0.0661, 0.0603, 0.0609, -0.0421, -0.4848, -0.2262, -0.1839, -0.0930, 0.0259, 0.0721, 0.0776, 0.0704, 0.1210, 0.1222, 0.1254, 0.0814, 0.0885, 0.0834, 0.0807, 0.0811, -0.0922, -0.4481, -0.2191, -0.1643, -0.1544, 0.0566, 0.0805, 0.0822, 0.0818, 0.1282, 0.1362, 0.1300, 0.0878, 0.0971, 0.0888, 0.0655, 0.0510, -0.0571, -0.4784, -0.1895, -0.2072, -0.0782, 0.0092, 0.0764, 0.0828, 0.0776, 0.1347, 0.1140, 0.1201, 0.0825, 0.0753, 0.0836, 0.0792, 0.0770, -0.0584, -0.4215, -0.2225, -0.1751, -0.1193, 0.0245, 0.0666, 0.0645, 0.0674, 0.1258, 0.1258, 0.1181, 0.0889, 0.0828, 0.0890, 0.0710, 0.0728],
  "homo_lumo_gap_ev": 1.46,
  "total_charge": 0,
  "max_force_ev_per_a": 5.1,
  "spin_multiplicity": 1,
  "homo_energy_ev": -7.7
}